Computed, not measured: a cluster of 2 separate species, C9H13NO2 in total in a non-equilibrium geometry, with the ωB97M-V functional and the def2-TZVPD basis.

Structure (XYZ):
```
25
Properties=species:S:1:pos:R:3:forces:R:3
C -1.500780 1.827692 -1.775099 -0.42 -0.30 -0.29
C -0.239032 0.735016 2.094310 1.42 1.04 -0.48
C -1.608802 0.855343 1.790262 -0.49 -0.88 0.31
C 0.763158 1.203845 1.169085 0.29 -0.67 -0.76
C -1.992830 1.227527 0.531290 1.02 -0.50 1.00
C 0.395761 1.657034 -0.062434 -1.21 0.38 0.13
C -0.968319 1.555999 -0.419240 -0.95 0.50 -0.22
O 0.286795 0.346435 3.229302 -0.07 0.07 -0.06
H -0.307657 0.339748 3.988158 -0.43 -0.29 0.11
H -2.270463 0.448307 2.551321 -0.37 0.40 -0.24
H 1.804974 1.054946 1.413619 0.05 0.37 0.37
H -3.038249 1.209736 0.259174 0.02 0.09 -0.16
H 0.963937 2.214651 -0.794126 0.85 -0.57 0.19
H -2.075090 0.930098 -2.067475 -0.17 0.42 0.04
H -0.831283 2.015221 -2.610789 0.43 0.21 0.40
H -2.205463 2.666928 -1.659279 0.02 -0.25 -0.33
C 0.558438 -2.647845 -0.257202 -0.13 0.13 0.47
C 1.242106 -2.242238 -1.519592 1.38 1.91 -1.23
O 2.318731 -2.610854 -1.930339 -0.28 -1.13 0.50
N 0.637488 -1.209234 -2.222265 -1.45 0.79 0.34
H 0.136102 -3.645691 -0.372168 -0.17 0.12 0.09
H -0.198107 -1.902811 0.016826 -0.21 -0.39 -0.17
H 0.963118 -0.832332 -3.094045 0.79 -0.60 -0.08
H 0.010340 -0.547584 -1.789188 -0.18 -0.65 0.24
H 1.264779 -2.666415 0.571117 0.24 -0.21 -0.17
```
Positions in Å, forces in eV/Å.

Properties
Energy above the lowest of the compared OMol25 structures with the same formula, charge and spin   32.69 kcal per mole
Total charge   +1
HOMO-LUMO gap (spin up / spin down)   0.30076 / 0.17298 Eh
Multiplicity   2
LUMO energy (spin up / spin down)   -4.242 / -7.717 eV
HOMO (spin up / spin down)   -12.427 / -12.424 eV

Mulliken population analysis, charges in e, atoms 1 to 4: -1.53 0.63 -0.38 -0.24

---

Computed, not measured: the molecule C9H13NO2S in a non-equilibrium geometry, with the ωB97M-V functional and the def2-TZVPD basis.

Structure (XYZ):
```
26
Properties=species:S:1:pos:R:3:forces:R:3
C -0.163322 -0.862359 -0.287102 3.27 1.45 -0.24
C 0.959912 -0.416230 -0.365988 -0.90 -0.47 -0.25
C -1.783273 2.432135 0.847491 2.32 6.53 2.88
C -2.147500 1.860868 -0.315922 -3.15 -5.78 -6.11
C -1.494791 -1.288780 -0.273883 -0.56 -0.22 0.94
C -1.649725 -2.736517 0.039297 1.93 -0.59 -1.79
C 3.290865 -0.849314 0.166927 -0.38 -1.29 -1.20
C 2.313721 1.544567 0.150943 2.15 -0.97 -1.07
C 2.335629 0.091080 -0.481175 -0.77 1.25 -0.49
N -2.321668 -0.692259 -1.289359 -0.89 0.21 -0.39
O -4.398450 0.430069 -0.026477 2.86 -0.74 -0.23
O -2.191898 -0.504815 0.914949 0.40 -0.54 1.00
S -2.943833 0.237194 -0.205962 -3.16 2.77 -1.10
H -1.314902 3.453429 0.838001 -0.95 -1.07 0.36
H -1.658846 1.822067 1.633693 0.96 -1.84 2.87
H -2.131693 2.044663 -1.376207 0.71 0.70 0.08
H -2.729849 -2.839411 -0.005379 0.09 -1.14 0.46
H -1.049199 -2.918159 0.958955 -1.13 -0.15 -0.30
H -1.035401 -3.306274 -0.803030 -1.75 0.96 1.53
H 4.191677 -0.794782 -0.403805 0.97 -0.02 -0.09
H 2.848981 -1.862363 -0.072562 0.92 0.72 1.33
H 3.488494 -0.494603 1.155712 -0.03 -0.81 0.98
H 2.045774 1.520111 1.212059 -0.02 -0.08 -0.29
H 3.340872 2.048404 0.015880 -1.62 -0.66 0.21
H 1.566540 1.999850 -0.453613 -0.52 1.21 -0.05
H 2.631890 0.081430 -1.573439 -0.74 0.59 0.97
```
Positions in Å, forces in eV/Å.

Properties
Energy above the lowest of the compared OMol25 structures with the same formula, charge and spin   117.71 kcal per mole
Total charge   0
HOMO-LUMO gap (spin up / spin down)   0.26939 / 0.23576 Eh
Multiplicity   3
LUMO energy (spin up / spin down)   0.759 / -3.025 eV
HOMO (spin up / spin down)   -6.571 / -9.440 eV

Mulliken population analysis, charges in e, atoms 1 to 4: -0.92 -0.25 -1.15 -0.05

---

Please write out number 2 again, unchanged.
Computed, not measured: the molecule C9H13NO2S in a non-equilibrium geometry, with the ωB97M-V functional and the def2-TZVPD basis.

Structure (XYZ):
```
26
Properties=species:S:1:pos:R:3:forces:R:3
C -0.163322 -0.862359 -0.287102 3.27 1.45 -0.24
C 0.959912 -0.416230 -0.365988 -0.90 -0.47 -0.25
C -1.783273 2.432135 0.847491 2.32 6.53 2.88
C -2.147500 1.860868 -0.315922 -3.15 -5.78 -6.11
C -1.494791 -1.288780 -0.273883 -0.56 -0.22 0.94
C -1.649725 -2.736517 0.039297 1.93 -0.59 -1.79
C 3.290865 -0.849314 0.166927 -0.38 -1.29 -1.20
C 2.313721 1.544567 0.150943 2.15 -0.97 -1.07
C 2.335629 0.091080 -0.481175 -0.77 1.25 -0.49
N -2.321668 -0.692259 -1.289359 -0.89 0.21 -0.39
O -4.398450 0.430069 -0.026477 2.86 -0.74 -0.23
O -2.191898 -0.504815 0.914949 0.40 -0.54 1.00
S -2.943833 0.237194 -0.205962 -3.16 2.77 -1.10
H -1.314902 3.453429 0.838001 -0.95 -1.07 0.36
H -1.658846 1.822067 1.633693 0.96 -1.84 2.87
H -2.131693 2.044663 -1.376207 0.71 0.70 0.08
H -2.729849 -2.839411 -0.005379 0.09 -1.14 0.46
H -1.049199 -2.918159 0.958955 -1.13 -0.15 -0.30
H -1.035401 -3.306274 -0.803030 -1.75 0.96 1.53
H 4.191677 -0.794782 -0.403805 0.97 -0.02 -0.09
H 2.848981 -1.862363 -0.072562 0.92 0.72 1.33
H 3.488494 -0.494603 1.155712 -0.03 -0.81 0.98
H 2.045774 1.520111 1.212059 -0.02 -0.08 -0.29
H 3.340872 2.048404 0.015880 -1.62 -0.66 0.21
H 1.566540 1.999850 -0.453613 -0.52 1.21 -0.05
H 2.631890 0.081430 -1.573439 -0.74 0.59 0.97
```
Positions in Å, forces in eV/Å.

Properties
Energy above the lowest of the compared OMol25 structures with the same formula, charge and spin   117.71 kcal per mole
Total charge   0
HOMO-LUMO gap (spin up / spin down)   0.26939 / 0.23576 Eh
Multiplicity   3
LUMO energy (spin up / spin down)   0.759 / -3.025 eV
HOMO (spin up / spin down)   -6.571 / -9.440 eV

Mulliken population analysis, charges in e, atoms 1 to 4: -0.92 -0.25 -1.15 -0.05

---

Question: Which of these has the lowest multiplicity?
Answer: C9H13NO2